Computed, not measured: a molecular structure, C29H40BrCrN8O4, with ωB97M-V/def2-TZVPD.

Geometry as XYZ:
```
83
Properties=species:S:1:pos:R:3:lowdin_spin:R:1
Cr 1.01 0.94 0.01 3.765
C -1.18 1.95 2.40 0.001
C -0.52 0.68 2.90 0.004
N 0.68 0.27 2.12 0.014
C 1.95 0.38 2.84 0.004
C 3.03 -0.26 1.98 0.004
N 3.11 0.40 0.65 0.015
C 4.25 1.35 0.53 0.003
C 4.00 2.77 1.02 0.001
C 2.94 3.55 0.25 0.006
N 1.58 3.14 0.64 0.035
C 0.49 4.01 0.12 0.005
C -0.54 3.18 -0.67 0.009
N -0.76 1.85 -0.11 0.011
C -1.74 1.81 0.97 0.005
H -0.47 2.79 2.45 0.000
H -2.00 2.20 3.08 0.000
H -1.25 -0.13 2.84 0.000
H -0.24 0.78 3.95 0.000
H 0.56 -0.71 1.87 0.005
H 1.90 -0.12 3.81 0.000
H 2.18 1.43 3.02 0.000
H 2.78 -1.31 1.83 0.000
H 3.99 -0.22 2.49 0.000
H 3.28 -0.31 -0.06 0.005
H 4.50 1.40 -0.53 0.000
H 5.11 0.94 1.06 0.000
H 4.95 3.30 0.91 0.000
H 3.76 2.79 2.09 0.000
H 3.06 3.37 -0.82 0.001
H 3.09 4.63 0.41 0.001
H 1.55 3.17 1.65 0.003
H 0.92 4.79 -0.51 0.000
H 0.00 4.51 0.96 0.000
H -0.16 3.09 -1.70 0.001
H -1.47 3.74 -0.74 0.000
H -1.11 1.24 -1.28 0.006
H -2.29 0.87 0.93 0.000
H -2.48 2.60 0.81 -0.001
C 2.44 -2.60 -1.85 0.001
O 1.35 -2.23 -1.01 0.010
C 0.29 -3.08 -0.96 0.001
C 0.28 -4.34 -1.53 0.000
C -0.85 -5.14 -1.39 0.000
Br -0.86 -6.85 -2.19 0.000
C -1.95 -4.71 -0.69 0.000
C -1.94 -3.43 -0.10 0.000
C -0.83 -2.61 -0.26 0.002
O -0.76 -1.36 0.26 0.023
C -3.08 -2.94 0.67 0.000
N -3.11 -1.75 1.23 0.000
C -4.34 -1.66 1.88 0.000
C -4.90 -0.62 2.62 0.000
C -6.16 -0.82 3.15 0.000
C -6.86 -2.02 2.96 0.000
C -6.32 -3.06 2.22 0.000
C -5.05 -2.85 1.69 0.000
N -4.22 -3.65 0.92 0.000
H 2.95 -3.49 -1.46 0.000
H 3.13 -1.76 -1.85 0.000
H 2.10 -2.80 -2.86 0.000
H 1.13 -4.71 -2.08 0.000
H -2.81 -5.36 -0.60 0.000
H -1.63 -1.20 0.74 0.000
H -4.36 0.31 2.76 0.000
H -6.62 -0.03 3.73 0.000
H -7.84 -2.13 3.39 0.000
H -6.86 -3.98 2.07 0.000
H -4.42 -4.58 0.61 0.000
C 3.54 1.25 -4.82 0.000
N 2.23 1.10 -4.18 0.000
C 1.08 1.20 -4.88 0.005
C -0.11 1.03 -4.28 -0.001
C -0.11 0.83 -2.87 0.010
O -1.25 0.82 -2.27 0.007
N 1.02 0.73 -2.15 0.019
C 2.22 0.75 -2.83 0.008
O 3.28 0.46 -2.29 0.009
H 3.38 1.55 -5.86 0.000
H 4.09 0.32 -4.79 0.000
H 4.12 2.01 -4.31 0.000
H 1.17 1.43 -5.93 0.000
H -1.05 1.13 -4.81 0.000
```

Output
Highest occupied orbital energy (spin up / spin down)   -0.3606 / -0.3797 Ha
Net charge   +1
HOMO-LUMO gap (spin up / spin down)   8.03 / 8.54 eV
2S+1   5

***

Computed, not measured: 2 unconnected molecules or ions with the total composition C5H11NO5, with ωB97M-V/def2-TZVPD.

Geometry as XYZ:
```
22
Properties=species:S:1:pos:R:3:nbo_charge:R:1
C 2.60 -1.53 -1.05 -0.572
C 1.14 -1.21 -0.49 -0.503
C 0.61 0.12 -0.77 0.546
O -0.18 0.27 -1.88 -0.646
N 0.84 1.26 -0.13 0.256
O 0.36 2.42 -0.46 -0.601
O 1.99 1.15 0.67 -0.541
H 2.52 -2.39 -1.66 0.214
H 2.92 -0.67 -1.59 0.218
H 3.26 -1.79 -0.29 0.211
H 0.35 -1.97 -0.62 0.245
H 1.37 -1.42 0.54 0.260
H -0.34 1.21 -1.97 0.505
H 1.70 1.36 1.63 0.498
C -3.09 -0.28 1.31 -0.715
C -1.88 0.67 1.01 0.808
O -0.89 0.69 1.73 -0.672
O -2.07 1.50 0.04 -0.723
H -2.96 -0.77 2.27 0.229
H -3.98 0.35 1.29 0.234
H -3.06 -1.13 0.67 0.229
H -1.23 2.15 -0.25 0.522
```

Output
Highest occupied orbital energy   -0.3321 Ha
HOMO-LUMO gap   9.63 eV
SMILES   CC/C(O)=[N+](/[O-])O.CC(=O)O

***

Computed, not measured: 2 unconnected molecules or ions with the total composition C2H4N2, with ωB97M-V/def2-TZVPD.

Geometry as XYZ:
```
8
Properties=species:S:1:pos:R:3:nbo_charge:R:1
C 1.72 -0.47 0.09 0.463
C -2.42 -0.16 -0.25 0.514
N 2.58 0.16 -0.15 -0.334
N -1.74 0.51 0.31 -0.427
H 0.87 -1.17 0.34 0.322
H -3.07 -0.78 -0.95 0.363
H 3.44 0.69 -0.44 0.549
H -1.15 1.34 0.71 0.551
```

Output
Highest occupied orbital energy   -0.9323 Ha
Net charge   +2
HOMO-LUMO gap   16.33 eV

***

Computed, not measured: a single C2H6N2S molecule, with ωB97M-V/def2-TZVPD.

Geometry as XYZ:
```
11
Properties=species:S:1:pos:R:3:nbo_charge:R:1
C 2.79 -0.34 0.06 -0.422
N 1.64 0.45 -0.03 -0.494
C 0.49 -0.05 -0.14 0.270
N -0.66 0.66 0.01 -0.770
S -2.09 -0.23 -0.07 0.197
H 2.94 -0.50 1.06 0.194
H 3.65 0.33 -0.29 0.202
H 2.78 -1.34 -0.48 0.172
H 0.50 -1.23 -0.09 0.145
H -0.49 1.61 0.28 0.419
H -2.47 -0.59 1.18 0.089
```

Output
Highest occupied orbital energy   -0.3328 Ha
HOMO-LUMO gap   9.82 eV
SMILES   C/N=C/NS

***

Computed, not measured: a molecular structure, C27H51NO8P2Pt, with ωB97M-V/def2-TZVPD.

Geometry as XYZ:
```
90
Properties=species:S:1:pos:R:3:lowdin_charge:R:1
Pt -0.24 1.70 -0.57 1.135
C 5.46 -1.35 0.24 -0.042
C 5.41 0.16 0.39 -0.407
C 5.74 0.62 1.80 -0.042
O 4.14 0.74 -0.02 -0.141
P 2.66 0.24 0.12 0.484
O 1.82 1.43 -0.17 -0.362
C 2.27 -0.33 1.79 -0.186
P 0.46 -0.34 2.05 0.509
O -0.39 0.51 1.18 -0.340
O 0.19 0.08 3.53 -0.152
C 0.73 -0.38 4.80 -0.406
C 1.96 0.43 5.16 -0.045
C 0.98 -1.88 4.83 -0.042
O 0.17 -1.88 1.91 -0.187
C -1.07 -2.36 1.27 -0.404
C -0.82 -2.54 -0.20 -0.035
C -1.43 -3.65 1.97 -0.038
O 2.50 -1.15 -0.60 -0.187
C 2.67 -1.49 -2.02 -0.397
C 3.01 -2.97 -2.04 -0.036
C 1.41 -1.19 -2.80 -0.041
H 6.46 -1.69 0.52 0.095
H 5.28 -1.65 -0.79 0.071
H 4.73 -1.84 0.88 0.079
H 6.12 0.61 -0.30 0.147
H 5.19 0.03 2.54 0.073
H 5.48 1.67 1.92 0.092
H 6.80 0.50 1.99 0.089
H 2.79 0.33 2.49 0.067
H 2.58 -1.36 1.93 0.076
H -0.07 -0.15 5.50 0.145
H 2.87 0.01 4.73 0.070
H 2.08 0.45 6.25 0.088
H 1.85 1.46 4.82 0.092
H 1.77 -2.16 4.12 0.077
H 0.09 -2.43 4.57 0.074
H 1.30 -2.16 5.83 0.094
H -1.85 -1.62 1.43 0.145
H 0.03 -3.22 -0.35 0.086
H -0.59 -1.59 -0.68 0.054
H -1.70 -2.95 -0.68 0.099
H -0.65 -4.40 1.83 0.089
H -2.36 -4.04 1.55 0.091
H -1.57 -3.50 3.04 0.075
H 3.51 -0.90 -2.41 0.146
H 2.13 -3.55 -1.73 0.081
H 3.83 -3.20 -1.37 0.068
H 3.28 -3.27 -3.05 0.094
H 0.60 -1.84 -2.46 0.056
H 1.60 -1.39 -3.86 0.102
H 1.12 -0.15 -2.71 0.062
C 1.14 4.81 -3.05 -0.006
C 0.98 3.38 -2.59 -0.694
O 1.80 2.53 -2.87 0.008
O -0.11 3.21 -1.88 -0.212
H 1.80 4.85 -3.92 0.075
H 1.60 5.38 -2.23 0.082
H 0.18 5.26 -3.28 0.075
C -6.29 -0.82 -1.88 -0.059
C -4.81 -0.56 -2.00 -0.287
C -4.04 -1.31 -2.88 -0.052
C -2.69 -1.00 -3.04 -0.292
C -1.83 -1.80 -3.99 -0.056
C -2.13 0.02 -2.30 -0.037
C -2.87 0.78 -1.35 -0.272
C -4.24 0.45 -1.25 -0.022
N -2.22 1.74 -0.62 -0.137
C -2.94 2.79 0.13 -0.609
C -1.93 3.82 0.67 -0.086
C -3.88 3.56 -0.81 -0.037
C -3.65 2.22 1.36 -0.040
H -6.57 -1.78 -2.33 0.068
H -6.86 -0.04 -2.39 0.080
H -6.61 -0.83 -0.83 0.073
H -4.49 -2.12 -3.45 0.103
H -2.43 -2.26 -4.77 0.074
H -1.30 -2.60 -3.46 0.064
H -1.08 -1.16 -4.46 0.074
H -1.10 0.31 -2.48 0.071
H -4.89 0.99 -0.58 0.082
H -1.40 4.31 -0.15 0.064
H -1.21 3.36 1.33 0.062
H -2.48 4.58 1.23 0.084
H -3.29 3.99 -1.62 0.088
H -4.38 4.37 -0.26 0.081
H -4.65 2.93 -1.25 0.063
H -2.90 1.87 2.08 0.074
H -4.30 1.38 1.14 0.056
H -4.25 3.00 1.84 0.082
```

Output
Highest occupied orbital energy   -0.2175 Ha
HOMO-LUMO gap   6.11 eV

***

no.,total energy (Eh)
1,-5486.50977
2,-627.95070
3,-187.28402
4,-587.44118
5,-2518.30514